# C23H28N2O2PSn

C23H28N2O2PSn as an isolated structure (ωB97M-V/def2-TZVPD, the OMol25 dataset).

Values from the calculation:
Kohn-Sham gap (spin up / spin down) = 6.0 / 5.9 eV
Charge = +3

Last column: natural (NBO) charge in e.
Atoms and positions in Å:
Sn: -2.7054 0.2929 0.0029  1.39
C: -2.8776 3.1905 -1.0339  -0.28
O: -1.7048 2.3527 -0.9061  -0.58
C: -0.5806 2.7836 -1.5460  0.45
C: -0.4012 4.0882 -1.9749  -0.31
C: 0.6864 4.4351 -2.7663  -0.02
C: 1.5978 3.4645 -3.1950  -0.21
C: 1.4499 2.1700 -2.7839  -0.09
C: 0.4014 1.8115 -1.8922  -0.03
N: 0.4022 0.5992 -1.3144  0.03
N: 1.0328 -0.3918 -1.6378  -0.04
C: 0.8501 -1.6620 -1.6697  0.19
C: -0.5497 -2.0856 -1.3433  0.51
O: -1.3661 -1.1688 -1.0548  -0.75
C: -0.7854 -3.4609 -1.2181  -0.35
C: 0.2069 -4.3830 -1.4231  0.07
C: 1.5368 -4.0159 -1.7799  -0.14
C: 2.5054 -4.9909 -2.0428  -0.08
C: 3.7774 -4.6252 -2.4611  -0.14
C: 4.0896 -3.2825 -2.6283  -0.14
C: 3.1532 -2.2950 -2.3459  -0.13
C: 1.8736 -2.6430 -1.9104  -0.03
H: -3.0406 3.4500 -2.0812  0.24
H: -3.7321 2.6035 -0.6843  0.20
H: -2.7928 4.0925 -0.4265  0.23
H: -1.0926 4.8683 -1.6970  0.27
H: 0.8319 5.4693 -3.0455  0.27
H: 2.4313 3.7409 -3.8254  0.27
H: 2.1813 1.4147 -3.0360  0.25
H: -1.7889 -3.7578 -0.9431  0.26
H: -0.0208 -5.4365 -1.3121  0.26
H: 2.2468 -6.0335 -1.9174  0.25
H: 4.5216 -5.3852 -2.6523  0.27
H: 5.0745 -2.9964 -2.9706  0.26
H: 3.4099 -1.2545 -2.4865  0.23
C: 1.5945 0.3756 3.4762  -0.62
C: 0.9325 0.3489 2.1003  -0.69
P: -0.9114 0.3851 2.1703  0.82
C: -1.3462 -1.0504 3.2507  -0.72
C: -2.7628 -1.5539 2.9663  -0.61
C: -1.2876 1.9153 3.1355  -0.72
C: -2.7061 2.4216 2.8755  -0.60
H: 2.6750 0.3643 3.3494  0.26
H: 1.3215 -0.4926 4.0711  0.23
H: 1.3373 1.2763 4.0282  0.23
H: 1.2186 -0.5567 1.5565  0.23
H: 1.2509 1.2108 1.5069  0.24
H: -1.2478 -0.7583 4.2980  0.27
H: -0.6229 -1.8455 3.0497  0.25
H: -3.5066 -0.7673 3.1212  0.22
H: -3.0153 -2.3709 3.6394  0.27
H: -2.8420 -1.9360 1.9370  0.18
H: -0.5590 2.6725 2.8329  0.25
H: -1.1495 1.7182 4.2001  0.27
H: -2.8593 2.6309 1.8059  0.17
H: -2.8804 3.3486 3.4179  0.27
H: -3.4556 1.7045 3.2136  0.22

=====

# C23H28N2O4

One molecule with the formula C23H28N2O4 (ωB97M-V/def2-TZVPD, the OMol25 dataset).

Values from the calculation:
Structure (SMILES) = COc1ccc(CCN2C[C@@H](C(=O)NCCc3ccccc3)CC2=O)cc1OC
Kohn-Sham gap = 8.5 eV
ΔE to the lowest compared entry with this formula, charge and spin = 163.67 kJ/mol
Charge = 0

Last column: natural (NBO) charge in e.
Atoms and positions in Å:
C: 1.6201 1.8366 2.6709  -0.25
O: 0.9382 2.1353 1.4802  -0.50
C: -0.3565 1.7035 1.3558  0.23
C: -1.0279 0.9191 2.2756  -0.28
C: -2.3266 0.4970 2.0311  -0.22
C: -2.9647 0.8304 0.8506  -0.03
C: -4.3206 0.2656 0.5164  -0.43
C: -4.2914 -1.2780 0.5123  -0.21
N: -3.0615 -1.7905 -0.0320  -0.44
C: -2.7069 -1.6318 -1.4195  -0.20
C: -1.1874 -1.8773 -1.4797  -0.31
C: -0.4726 -0.5879 -1.9127  0.70
O: -1.0329 0.2404 -2.6064  -0.66
N: 0.8109 -0.4851 -1.5446  -0.62
C: 1.6382 0.6641 -1.8469  -0.22
C: 3.0942 0.2269 -2.0348  -0.45
C: 3.6124 -0.3881 -0.7652  0.07
C: 3.6341 -1.7679 -0.5982  -0.27
C: 4.0527 -2.3291 0.5967  -0.20
C: 4.4563 -1.5147 1.6401  -0.22
C: 4.4412 -0.1385 1.4821  -0.19
C: 4.0179 0.4204 0.2899  -0.25
C: -0.8211 -2.4212 -0.0957  -0.51
C: -2.0813 -2.2806 0.7476  0.71
O: -2.1815 -2.5672 1.9207  -0.64
C: -2.3071 1.6533 -0.0601  -0.31
C: -1.0233 2.1098 0.1810  0.33
O: -0.3174 2.9372 -0.6388  -0.51
C: -0.9150 3.3421 -1.8497  -0.27
H: 1.7654 0.7574 2.7944  0.18
H: 2.5915 2.3205 2.5825  0.19
H: 1.0973 2.2351 3.5466  0.18
H: -0.5475 0.6115 3.1903  0.22
H: -2.8198 -0.1222 2.7630  0.22
H: -5.0626 0.5906 1.2489  0.22
H: -4.6337 0.6315 -0.4629  0.21
H: -5.1407 -1.6688 -0.0573  0.20
H: -4.3439 -1.6593 1.5345  0.24
H: -2.9350 -0.6248 -1.7797  0.23
H: -3.2639 -2.3525 -2.0310  0.19
H: -0.9549 -2.6097 -2.2590  0.24
H: 1.2324 -1.1813 -0.9489  0.41
H: 1.2441 1.1200 -2.7577  0.22
H: 1.5710 1.3965 -1.0342  0.22
H: 3.6855 1.1051 -2.2964  0.22
H: 3.1556 -0.4907 -2.8554  0.21
H: 3.3343 -2.4110 -1.4152  0.21
H: 4.0640 -3.4032 0.7118  0.22
H: 4.7842 -1.9506 2.5720  0.22
H: 4.7618 0.4996 2.2927  0.21
H: 3.9999 1.4939 0.1714  0.22
H: -0.0412 -1.8523 0.4122  0.24
H: -0.5109 -3.4663 -0.1218  0.24
H: -2.8085 1.9296 -0.9738  0.22
H: -0.1756 3.9718 -2.3423  0.19
H: -1.8237 3.9263 -1.6706  0.17
H: -1.1455 2.4796 -2.4811  0.21

=====

# C23H28N3O10

A 4-piece molecular cluster, C23H28N3O10 overall (ωB97M-V/def2-TZVPD, the OMol25 dataset).

Values from the calculation:
Kohn-Sham gap = 8.8 eV
ΔE to the lowest compared entry with this formula, charge and spin = 0.00 kJ/mol
Charge = +1

Last column: natural (NBO) charge in e.
Atoms and positions in Å:
C: 2.6005 0.3448 -4.8647  -0.38
C: 2.5167 0.5292 -3.5032  -0.19
C: 1.1262 0.6320 -2.7504  -0.48
C: 0.9213 -0.7271 -2.0044  0.15
C: 0.3913 -1.8965 -2.7128  0.32
N: -0.0443 -2.0513 -4.0496  -0.81
N: 0.4208 -2.8490 -1.6839  -0.47
C: 0.8719 -2.4150 -0.4755  0.19
N: 1.1663 -1.0817 -0.6681  -0.30
C: 1.6643 -0.0544 0.2661  -0.33
C: 2.4093 -0.6357 1.5216  0.54
O: 1.8539 -0.6240 2.6047  -0.51
C: 3.8512 -1.2040 1.4790  -0.20
C: 4.5578 -1.3983 2.7532  -0.15
C: 5.9179 -1.9394 2.7739  -0.20
C: 6.5265 -2.2623 1.4683  -0.17
C: 5.8097 -2.0713 0.2042  -0.23
C: 4.4411 -1.5290 0.1716  -0.15
H: 3.3207 0.8769 -5.5241  0.24
H: 1.8817 -0.3952 -5.3124  0.18
H: 3.4809 0.5707 -2.9242  0.21
H: 1.1672 1.4862 -2.0331  0.26
H: 0.3258 0.7556 -3.5270  0.26
H: -0.3090 -1.1384 -4.4334  0.41
H: 0.6638 -2.4916 -4.6395  0.40
H: 0.1283 -3.8188 -1.8152  0.45
H: 1.0164 -2.9312 0.4937  0.28
H: 2.3487 0.6942 -0.2122  0.26
H: 0.7536 0.4803 0.6642  0.26
H: 4.0786 -1.1587 3.7349  0.25
H: 6.4754 -2.0966 3.7201  0.24
H: 7.5579 -2.6860 1.4545  0.24
H: 6.3034 -2.3612 -0.7484  0.23
H: 3.8660 -1.3925 -0.7710  0.20
C: -0.9045 2.3731 2.5546  -0.11
C: -1.1694 3.4753 3.5413  -0.10
O: -1.0884 4.6485 2.7355  -0.48
C: -1.3477 4.2803 1.4548  0.96
O: -1.5239 5.0416 0.5569  -0.57
O: -1.3823 2.9241 1.3272  -0.50
H: -1.4360 1.4538 2.8013  0.22
H: 0.1614 2.1498 2.4509  0.17
H: -2.1693 3.4151 3.9781  0.19
H: -0.4341 3.5033 4.3442  0.21
C: -3.3940 -2.0785 0.3973  -0.11
C: -2.2858 -2.0355 1.4065  -0.09
O: -2.6698 -0.9701 2.2605  -0.49
C: -4.0215 -0.8316 2.1509  0.97
O: -4.6824 -0.1375 2.8543  -0.56
O: -4.5128 -1.5865 1.1295  -0.48
H: -3.5846 -3.0852 0.0260  0.21
H: -3.2070 -1.4147 -0.4516  0.20
H: -2.2184 -2.9539 1.9966  0.19
H: -1.3177 -1.8358 0.9471  0.18
C: -5.6334 2.2910 -0.6460  -0.10
C: -4.3303 2.5478 0.0520  -0.11
O: -3.4770 1.5386 -0.4851  -0.50
C: -3.9932 1.1792 -1.6934  0.97
O: -3.4328 0.4764 -2.4828  -0.61
O: -5.2196 1.7187 -1.8844  -0.47
H: -6.2065 3.2022 -0.8106  0.21
H: -6.2592 1.5694 -0.1150  0.19
H: -3.9110 3.5282 -0.1877  0.20
H: -4.4105 2.4522 1.1344  0.21